[1]
DFT (ωB97M-V/def2-TZVPD) results for a 2-piece molecular cluster, CH5O3SSi overall at a distorted geometry.

The value obtained for the LUMO energy is 3.6674 eV. The value obtained for the orbital gap is 5.84 eV. For the energy above the lowest of the compared OMol25 structures with the same formula, charge and spin, the calculation gives 59.24 kJ/mol. For the calculated total energy, the calculation gives -25973.396 eV.

```
! RIJCOSX wB97M-V def2-TZVPD def2/J DEFGRID3
* xyz -1 1
C -1.9039 0.8791 -0.0339
O 1.5907 0.4233 0.3462
O 3.3864 -1.1388 -0.7655
O -1.0311 -0.0156 -0.6894
Si 0.4038 -0.5388 -0.1569
S 3.3510 -0.2552 0.4278
H -1.3356 1.7806 0.2321
H -2.2391 0.3885 0.9840
H -2.7860 1.1329 -0.5644
H 0.8983 -1.2435 -1.3670
H -0.3344 -1.4125 1.5870
*
```

Atom charges from the Löwdin analysis, given in e for atoms 1 to 6: -0.19, -0.68, -0.82, -0.38, 0.30, 0.56

=====

[2]
DFT (ωB97M-V/def2-TZVPD) results for a 2-piece molecular cluster, C2H3O2 overall at a distorted geometry.

The value obtained for the LUMO energy is -6.8500 eV. The value obtained for the orbital gap is 10.00 eV. For the energy above the lowest of the compared OMol25 structures with the same formula, charge and spin, the calculation gives 109.98 kJ/mol. For the calculated total energy, the calculation gives -6206.762 eV.

```
! RIJCOSX wB97M-V def2-TZVPD def2/J DEFGRID3
* xyz 1 1
C -1.3643 -0.5738 0.1088
C 1.2114 0.3893 -0.0806
O -1.5389 0.5489 0.0239
O 0.7550 -0.7379 -0.0140
H -1.9061 -1.5933 -0.1098
H 2.2231 0.5646 0.0587
H 0.6199 1.4022 0.0130
*
```

Atom charges from the Löwdin analysis, given in e for atoms 1 to 6: 0.19, 0.03, 0.25, 0.04, 0.24, 0.10